# 1
{
  "formula": "C26H57ClNO9P2",
  "method": "ωB97M-V/def2-TZVPD",
  "symbols": ["C", "C", "C", "C", "C", "C", "Cl", "C", "C", "C", "C", "N", "O", "C", "C", "C", "C", "H", "H", "H", "H", "H", "H", "H", "H", "H", "H", "H", "H", "H", "H", "H", "H", "H", "H", "H", "H", "H", "H", "H", "H", "H", "H", "H", "O", "P", "O", "C", "C", "O", "C", "C", "O", "C", "C", "H", "H", "H", "H", "H", "H", "H", "H", "H", "H", "H", "H", "H", "H", "H", "O", "P", "O", "C", "C", "O", "C", "C", "O", "C", "C", "H", "H", "H", "H", "H", "H", "H", "H", "H", "H", "H", "H", "H", "H", "H"],
  "positions_angstrom": [[1.8652, -1.6688, 3.6046], [1.5681, -0.9113, 2.3071], [1.3970, -1.7343, 0.9917], [0.3119, -1.0235, 0.1490], [-1.1405, -1.1886, 0.6334], [-1.7610, 0.0686, 1.2359], [-1.7496, 1.4305, 0.0858], [2.6965, -1.6275, 0.1558], [3.8980, -2.4674, 0.6346], [4.8882, -1.5100, 1.3782], [4.6436, -3.0204, -0.5946], [3.5240, -3.5110, 1.6166], [4.4845, -4.2957, 1.9113], [2.2357, -4.1967, 1.3777], [1.9300, -5.0544, 2.6219], [2.3020, -5.1815, 0.1994], [1.0509, -3.2185, 1.1893], [1.1086, -2.4246, 3.8025], [2.8745, -2.0694, 3.6550], [1.7847, -0.9535, 4.4279], [0.6761, -0.3127, 2.4938], [2.3799, -0.1955, 2.1697], [0.3745, -1.4838, -0.8382], [0.5902, 0.0269, 0.0642], [-1.2804, -2.0052, 1.3417], [-1.7472, -1.4156, -0.2450], [-2.8037, -0.1466, 1.4652], [-1.2984, 0.3641, 2.1741], [2.4337, -1.8807, -0.8755], [2.9654, -0.5712, 0.1268], [5.7519, -1.3080, 0.7470], [4.4407, -0.5476, 1.6111], [5.2768, -1.9774, 2.2806], [3.9230, -3.2951, -1.3677], [5.2205, -3.9164, -0.3748], [5.2798, -2.2627, -1.0444], [1.0450, -5.6456, 2.3796], [1.6949, -4.4488, 3.4919], [2.7271, -5.7638, 2.8280], [2.3102, -4.6727, -0.7638], [1.4333, -5.8351, 0.2380], [3.1972, -5.7936, 0.3081], [0.3125, -3.3484, 1.9791], [0.5413, -3.5319, 0.2721], [-7.1111, 1.0467, 1.9615], [-7.0596, 2.4994, 2.1664], [-6.4402, 2.8225, 3.6182], [-5.4177, 1.9984, 4.1813], [-4.0370, 2.3096, 3.6413], [-8.5812, 2.9922, 2.3723], [-9.6724, 2.0770, 2.2754], [-9.9914, 1.4358, 3.6128], [-6.6673, 3.7663, 1.3173], [-5.5692, 4.6555, 1.5409], [-4.3449, 4.2616, 0.7385], [-5.6525, 0.9431, 4.0319], [-5.4438, 2.1848, 5.2552], [-3.9738, 2.0855, 2.5747], [-3.2859, 1.7105, 4.1580], [-3.7864, 3.3622, 3.7797], [-9.4694, 1.3204, 1.5188], [-10.5286, 2.6545, 1.9247], [-9.0856, 1.1360, 4.1391], [-10.6286, 0.5612, 3.4782], [-10.5145, 2.1414, 4.2606], [-5.3505, 4.7644, 2.6019], [-5.9221, 5.6310, 1.2060], [-4.1533, 3.1919, 0.8087], [-3.4644, 4.8054, 1.0807], [-4.4915, 4.4828, -0.3191], [2.4888, -0.3592, -4.8128], [2.7534, 1.0815, -4.9093], [3.6775, 1.5467, -3.6732], [4.6801, 0.6821, -3.1357], [5.9579, 0.6746, -3.9473], [1.3738, 1.8324, -4.5448], [0.1904, 1.0812, -4.2697], [0.1003, 0.7282, -2.7988], [3.1224, 2.1108, -6.0435], [4.3420, 2.8413, -6.1972], [5.3180, 2.1430, -7.1259], [4.2929, -0.3337, -3.0319], [4.8844, 1.0531, -2.1305], [5.7848, 0.2616, -4.9425], [6.7152, 0.0634, -3.4554], [6.3572, 1.6833, -4.0631], [0.1516, 0.1861, -4.8890], [-0.6554, 1.7037, -4.5637], [1.0658, 0.4030, -2.4107], [-0.6330, -0.0615, -2.6299], [-0.1948, 1.5942, -2.2087], [4.7858, 3.0833, -5.2330], [4.0457, 3.7914, -6.6418], [5.3966, 1.0812, -6.8938], [6.3059, 2.5982, -7.0579], [4.9793, 2.2155, -8.1595]],
  "lowdin_spin": [0.006, 0.001, 0.001, 0.000, 0.000, 0.000, 0.000, -0.001, 0.030, 0.006, 0.017, 0.371, 0.508, 0.029, 0.002, 0.020, -0.001, 0.000, 0.002, 0.001, 0.000, 0.000, 0.000, 0.000, 0.000, 0.000, 0.000, 0.000, 0.000, 0.000, 0.000, 0.000, -0.001, 0.000, 0.003, 0.001, 0.000, 0.000, -0.001, 0.000, 0.002, 0.003, 0.000, 0.000, 0.000, 0.000, 0.000, 0.000, 0.000, 0.000, 0.000, 0.000, 0.000, 0.000, 0.000, 0.000, 0.000, 0.000, 0.000, 0.000, 0.000, 0.000, 0.000, 0.000, 0.000, 0.000, 0.000, 0.000, 0.000, 0.000, 0.000, 0.000, 0.000, 0.000, 0.000, 0.000, 0.000, 0.000, 0.000, 0.000, 0.000, 0.000, 0.000, 0.000, 0.000, 0.000, 0.000, 0.000, 0.000, 0.000, 0.000, 0.000, 0.000, 0.000, 0.000, 0.000],
  "spin_multiplicity": 2,
  "homo_energy_ev": [-8.400, -9.564]
}

---

# 2
{
  "formula": "C26H57F2O20P3V",
  "method": "ωB97M-V/def2-TZVPD",
  "symbols": ["V", "C", "O", "H", "H", "H", "C", "O", "H", "H", "H", "C", "C", "O", "C", "O", "O", "F", "H", "H", "H", "C", "C", "O", "C", "O", "O", "F", "H", "H", "H", "C", "C", "O", "P", "O", "O", "C", "C", "O", "C", "C", "H", "H", "H", "H", "H", "H", "H", "H", "H", "H", "H", "H", "H", "H", "H", "C", "C", "O", "P", "O", "O", "C", "C", "O", "C", "C", "H", "H", "H", "H", "H", "H", "H", "H", "H", "H", "H", "H", "H", "H", "H", "C", "C", "O", "P", "O", "O", "C", "C", "O", "C", "C", "H", "H", "H", "H", "H", "H", "H", "H", "H", "H", "H", "H", "H", "H", "H"],
  "positions_angstrom": [[0.5624, -0.6365, 0.6113], [1.3992, 0.7903, 3.5372], [1.4685, 0.6429, 2.1351], [1.0699, -0.1260, 4.0272], [2.3343, 1.1509, 3.9656], [0.7025, 1.5801, 3.8183], [1.0131, -4.0675, 1.5353], [0.9000, -2.7409, 1.1761], [1.9393, -4.3695, 2.0241], [0.3739, -4.4095, 2.3493], [0.7506, -4.7643, 0.7393], [2.1095, 3.8285, 0.8360], [3.4449, 3.1471, 0.4352], [4.3166, 4.2481, 0.3010], [3.8488, 5.2442, 1.1100], [4.3815, 6.3417, 1.2650], [2.5680, 4.9101, 1.6010], [3.2869, 2.5392, -0.7261], [1.3881, 3.2570, 1.4200], [1.4811, 4.1605, 0.0096], [3.7061, 2.3375, 1.1166], [-2.9299, -3.0788, -3.5895], [-3.8633, -2.8524, -2.3770], [-3.0771, -1.9979, -1.5685], [-1.7827, -2.1366, -1.9840], [-0.8327, -1.6888, -1.4035], [-1.6626, -2.9702, -3.0143], [-3.9168, -4.0069, -1.7779], [-3.1158, -2.2910, -4.3195], [-3.0757, -4.0868, -3.9779], [-4.9084, -2.5644, -2.4907], [-6.0086, -0.2220, 2.4601], [-5.0079, 0.9198, 2.0818], [-3.9956, 0.4414, 1.2672], [-2.8746, -0.5908, 1.7871], [-1.4745, -0.4771, 1.2343], [-2.9692, -0.5038, 3.4203], [-1.9560, -1.0512, 4.3065], [-2.5996, -2.0422, 5.3498], [-3.5674, -2.0374, 1.4651], [-2.7572, -3.2590, 1.6667], [-3.8891, -4.2814, 1.9318], [-6.9106, 0.1215, 2.9666], [-6.4833, -0.8644, 1.7184], [-5.4884, -0.8758, 3.1601], [-5.4873, 1.7627, 1.5840], [-4.6347, 1.3538, 3.0094], [-1.0743, -1.5021, 3.8510], [-1.6075, -0.1895, 4.8757], [-2.9416, -2.9850, 4.9231], [-2.0502, -2.2910, 6.2577], [-3.5044, -1.5324, 5.6806], [-2.1643, -3.4162, 0.7657], [-2.1000, -3.1069, 2.5228], [-3.4156, -5.2464, 2.1125], [-4.4104, -4.0898, 2.8697], [-4.5191, -4.4483, 1.0581], [-2.8821, 2.5963, -4.2132], [-2.5780, 2.8683, -2.7192], [-1.8874, 1.8774, -2.0417], [-0.4909, 2.2099, -1.3271], [0.1601, 1.0932, -0.6590], [0.3489, 2.9443, -2.4708], [1.1243, 2.0996, -3.2558], [1.3470, 2.7111, -4.6119], [-1.0324, 3.3753, -0.4165], [-1.9616, 3.0130, 0.6089], [-2.3463, 4.2381, 1.4320], [-3.6909, 1.8961, -4.4224], [-3.2708, 3.4754, -4.7271], [-2.0255, 2.1328, -4.7025], [-2.0663, 3.8289, -2.6596], [-3.5009, 2.9534, -2.1455], [2.0780, 1.9680, -2.7447], [0.6331, 1.1287, -3.3192], [1.9027, 3.6474, -4.6635], [1.9072, 2.0076, -5.2278], [0.3548, 2.9087, -5.0178], [-2.9319, 2.7237, 0.2054], [-1.5393, 2.1937, 1.1907], [-2.5918, 5.1042, 0.8174], [-3.2509, 3.9900, 1.9872], [-1.5357, 4.5449, 2.0930], [4.8172, -1.6881, 1.9805], [4.9040, -0.4999, 0.8951], [4.9447, -1.0250, -0.3999], [3.6631, -0.8088, -1.4230], [2.3200, -0.6714, -0.7237], [4.0673, 0.4923, -2.3985], [5.4537, 0.5314, -2.7304], [6.0358, 1.7382, -2.0448], [3.7377, -2.0702, -2.4335], [3.1813, -3.3324, -2.0385], [1.7451, -3.5062, -2.6375], [5.4779, -2.5477, 1.8679], [4.7012, -1.3825, 3.0204], [3.9129, -2.2864, 1.8686], [4.0361, 0.1497, 1.0080], [5.7887, 0.0931, 1.1271], [5.9653, -0.3799, -2.4209], [5.4178, 0.6231, -3.8160], [5.4715, 2.6560, -2.2099], [5.9506, 1.6055, -0.9662], [7.0875, 1.7848, -2.3274], [3.8142, -4.2085, -2.1800], [3.1338, -3.2861, -0.9505], [1.3237, -2.5441, -2.9289], [1.6480, -4.1987, -3.4736], [1.1387, -3.7448, -1.7637]],
  "lowdin_spin": [2.802, 0.003, 0.037, 0.000, 0.000, 0.001, 0.003, 0.043, 0.001, 0.002, 0.000, 0.000, 0.000, 0.000, 0.000, 0.000, 0.000, 0.000, 0.000, 0.000, 0.000, 0.000, 0.000, 0.000, 0.001, 0.007, 0.000, 0.000, 0.000, 0.000, 0.000, 0.000, 0.000, 0.001, 0.007, 0.029, 0.002, 0.000, 0.000, 0.001, 0.000, 0.000, 0.000, 0.000, 0.000, 0.000, 0.000, 0.000, 0.000, 0.000, 0.000, 0.000, 0.000, 0.000, 0.000, 0.000, 0.000, 0.000, 0.000, 0.001, 0.005, 0.023, 0.000, 0.000, 0.000, 0.001, 0.000, 0.000, 0.000, 0.000, 0.000, 0.000, 0.000, 0.000, 0.000, 0.000, 0.000, 0.000, 0.000, 0.000, 0.000, 0.000, 0.000, 0.000, 0.000, 0.002, 0.005, 0.022, 0.001, 0.000, 0.000, 0.000, 0.000, 0.000, 0.000, 0.000, 0.000, 0.000, 0.000, 0.000, 0.000, 0.000, 0.000, 0.000, 0.000, 0.000, 0.000, 0.000, 0.000],
  "spin_multiplicity": 4,
  "homo_energy_ev": [-5.758, -6.881]
}

---

no.,DFT total energy (Eh)
1,-2899.78535
2,-4697.71955